Entry 1:
DFT (ωB97M-V with the def2-TZVPD basis set) results for a molecular structure, C47H38F3GeN3O4SV.

Kohn-Sham gap (alpha / beta) = 4.938 / 6.234 eV
ΔE to the lowest compared entry with this formula, charge and spin = 0.0 kJ/mol
spin multiplicity = 3
net charge = -1

Cartesian coordinates (Å):
C 1.4008 -0.5069 -0.4225
H 3.6934 0.2814 -2.3303
H 2.0139 7.8358 -0.9118
H 4.9296 -2.6409 4.8579
C 3.7423 7.6960 -3.0104
C 2.8080 4.1574 -2.1828
C 2.7623 1.2864 2.6819
H 5.2978 -0.3571 -4.0020
H -2.8159 -4.8495 2.0000
C -6.9695 -0.1162 -2.0608
H -6.1399 -2.5467 3.2770
F 2.9893 7.9518 -4.1622
H -0.5844 -2.4134 1.1768
H 3.9998 5.1214 -3.6974
C -5.2031 -2.5729 2.7026
N -0.8190 0.5340 -2.4761
H -6.3093 -0.3912 2.8840
H 1.5945 -3.3599 1.2060
C -5.4342 -0.1565 2.2402
H 1.6976 -4.8899 3.1098
C -4.8600 -0.8342 -2.7197
H -0.2168 -1.2447 -3.4345
C -4.6157 -1.4181 2.1544
H 3.0118 3.1426 -2.5820
H -6.4078 -4.9736 3.0077
H -5.0986 -5.8832 2.2196
H 7.0652 -3.2782 -1.2173
C 4.1155 -2.7806 4.1262
C -3.3132 -3.8802 2.0357
H -5.8465 0.2333 1.2883
C 3.4023 5.2440 -2.7709
C 5.4903 -2.0237 -0.4766
H -1.6459 2.5093 -2.3626
C 3.1976 6.5296 -2.2581
H 3.3322 -4.6788 4.8792
C 1.2607 3.2579 -0.5274
C -1.0938 -0.6835 -3.0416
C 2.3917 -4.0493 3.1005
H 4.9396 3.5583 3.9689
H 2.5551 2.8800 4.1808
C -2.6879 -2.7451 1.4574
C 5.1332 2.5979 2.0685
C 1.9304 4.3846 -1.0732
C -3.4887 -0.4092 -2.9188
C 1.6954 5.7017 -0.5465
C 3.1860 2.4363 3.3758
C -2.3643 -1.2438 -3.1948
C 3.5178 0.9176 1.5727
C -3.1927 0.9635 -2.6966
C 6.2984 -1.8232 -2.7496
H 5.1989 1.4477 0.2483
V -0.0456 0.5141 -0.6259
H -1.5584 -3.0201 -0.2941
C -1.9016 1.4188 -2.4042
C -5.3013 -2.1476 -2.6995
C 2.2769 6.7672 -1.1782
N -5.6977 0.1748 -2.3428
C -2.7340 -0.3489 0.9239
S -7.7045 1.3792 -1.3287
H -2.4223 -2.2436 -3.5810
C 0.7429 2.1447 -0.1744
H -4.8886 0.6856 2.7089
H -4.0483 1.6115 -2.4909
C 4.1756 -1.9115 2.9833
C 6.3486 -2.4292 -1.4652
C 4.5200 -1.0649 -0.8108
N -7.5168 -1.3078 -2.2258
C 4.4498 2.9879 3.1835
H 6.9868 -2.2634 -3.5025
C 4.4242 -0.4887 -2.0879
H 1.2873 -1.4417 -0.9920
H -7.0935 -3.3150 -2.3626
H 6.0804 3.0373 1.8946
O -9.1040 1.2460 -0.9069
O -6.6501 1.4959 -0.2929
C 3.2600 -3.8749 4.1416
H 4.9291 -1.0929 2.9463
C 3.2653 -2.1276 1.9145
C -5.3272 -5.1018 2.9309
H 1.0735 5.8403 0.3547
F 3.6686 8.8936 -2.3183
H 5.5696 -2.3532 0.5649
H -4.9045 -5.5053 3.8683
F 5.0447 7.5364 -3.3849
C -6.6299 -2.3214 -2.4615
O -7.3237 2.3369 -2.3660
C -1.3833 -3.0714 0.7722
C 4.6452 1.6442 1.2053
C 2.3338 -3.1761 2.0232
O -1.6885 -0.3458 0.1632
C 5.3489 -0.8665 -3.0641
H -1.1719 -4.1054 1.0711
H 1.8808 0.7330 3.0334
H -4.6125 -2.9780 -2.9685
C -4.6135 -3.8358 2.5908
H -3.3053 0.5809 1.0334
C -3.3420 -1.4978 1.5395
Ge 3.1127 -0.7100 0.4884

***

Entry 2:
DFT (ωB97M-V with the def2-TZVPD basis set) results for a molecular structure, C47H40Cl7CsN6O5S2.

Kohn-Sham gap = 5.005 eV
ΔE to the lowest compared entry with this formula, charge and spin = 0.0 kJ/mol
spin multiplicity = 1
net charge = -2

Cartesian coordinates (Å):
H -4.9932 0.3444 2.6717
H 0.6948 1.5377 -5.7206
C 4.4985 0.7663 -7.9416
N 2.2221 4.6507 -2.6193
C 2.3797 -0.4310 3.7548
H 1.8228 -4.5542 -2.5508
C -3.4400 -2.3171 4.0645
H 2.5124 -3.1591 2.9278
H 2.3133 5.1304 -0.6141
H -3.4508 -2.9833 4.9175
Cl -6.9124 -3.4379 -0.8168
C 2.7243 4.0889 -4.9024
C 3.4166 1.5547 -7.5671
C 6.6007 6.9928 -1.6459
C -3.3541 -1.5521 -0.8124
C -2.4431 -2.5287 -1.3230
H 2.8206 6.0488 -4.0197
H 6.1121 -1.4575 4.8436
C 2.7225 1.2902 -6.3938
C 6.3248 5.6310 -1.6213
H 4.1931 -3.8590 -3.0334
S 0.3961 1.3387 -3.2104
H 3.1062 2.3825 -8.1965
C -4.7017 -1.8774 -0.6786
C 4.8927 -0.2921 -7.1382
H 7.6266 7.3391 -1.6497
H 1.8447 6.4559 -1.6865
H 3.1104 1.2263 2.0591
C 5.0131 5.1849 -1.6079
N 1.5434 -1.3083 -1.8509
H 1.9365 -1.2096 4.3769
C 6.3340 -0.4003 5.0033
H 5.7644 8.9685 -1.6736
C 3.1234 0.2224 -5.5910
C 1.5619 2.1518 -5.9585
H -2.3253 -4.5395 -2.0392
C 1.4645 2.5313 -3.5282
Cl -1.0026 4.1699 -1.2445
C -3.3110 -0.7070 1.8726
C -5.2045 -3.1229 -1.0235
Cl 7.5876 2.8348 1.0838
C 2.7982 -0.9376 -2.1015
H 2.5842 0.0030 -4.6759
O 3.7480 -0.3512 4.1738
C 2.0722 3.3338 -2.3834
H 5.0320 0.9818 -8.8594
C -2.9890 -3.7760 -1.6708
C 2.5294 5.6118 -1.5672
H 7.8741 1.1589 3.3671
C -4.3383 -4.0672 -1.5289
C 4.2023 -0.5625 -5.9618
C 4.2428 7.4567 -1.6399
H 4.7961 -1.4355 -2.7054
H 3.4268 8.1712 -1.6417
O -0.3196 -4.3447 -1.8804
C -3.1278 0.2251 0.6851
H -3.3472 4.1720 -1.1479
C 6.4081 1.9046 1.9938
H 4.4939 -1.3906 -5.3283
C 3.4526 -3.1371 -2.7057
C 5.5576 7.9055 -1.6562
C 1.5598 0.8770 3.9408
H -1.6933 -3.2032 3.1739
H 7.4023 -0.2891 5.1928
H 5.7345 -0.9089 -7.4273
H 7.1329 4.9115 -1.5913
C -4.3094 -0.4810 2.8165
C 4.5657 0.4257 3.4321
C -4.3845 -1.3093 3.9183
H 4.7586 2.5261 0.7769
H 1.2865 2.8500 -6.7538
H 1.1676 5.4412 -4.2688
O 1.7099 1.4823 5.0070
C 1.2152 -2.5891 -2.0141
N 1.8832 2.9159 -4.7629
Cl -2.7611 5.3845 0.7706
Cl 0.7956 -2.8166 1.3629
N -1.1053 -2.1751 -1.4624
H -2.6335 3.0966 0.1107
C 2.1870 5.1613 -3.9809
H 2.3434 -0.7355 2.7076
C 3.7911 -1.8017 -2.5322
C -0.2104 -3.1005 -1.7621
C 4.1545 1.1861 2.3397
C 3.9587 6.0972 -1.6106
C -2.4641 -2.4432 3.0903
C 5.0822 1.9290 1.6194
C 2.3719 -3.3989 1.8800
C 5.9164 0.4170 3.8161
C 6.8280 1.1598 3.0857
H 2.6826 4.4187 -5.9407
C -2.5692 4.0623 -0.4027
N -2.9655 -0.2472 -0.5149
H 3.7711 3.8742 -4.6576
Cl -4.9083 -5.6566 -1.9977
N -2.3990 -1.6692 2.0103
H -5.3799 -1.1179 -0.3112
S 2.5002 2.5949 -0.9769
H 4.7960 4.1244 -1.5682
H 2.4178 -4.4666 1.7002
O 0.8349 1.1470 2.9473
H 5.7797 -0.0966 5.8928
Cl 3.7067 -2.6466 0.9789
C 2.1569 -3.5329 -2.4429
Cs -0.1646 0.7283 0.4517
H -5.1595 -1.1677 4.6627
O -2.9902 1.4418 1.0172
H 3.0154 0.1147 -1.9449